A molecular structure, C15H8Br3N3OPtSSe4, computed with the ωB97M-V functional and the def2-TZVPD basis.

charge	0
HOMO	-7.56	eV
gap between HOMO and LUMO	5.99	eV

Geometry (Å):
Pt 0.1057 0.9618 0.1636
Se 2.2178 -0.0552 1.0564
Se 2.3748 0.6643 3.2014
Se 1.0059 2.6394 3.3852
Se 0.2304 3.0952 1.3013
Br -0.8534 -3.1011 -2.7910
C -1.3925 -2.7378 -1.0261
C -2.2655 -3.6291 -0.3721
C -2.6387 -3.4105 0.9190
Br -3.7786 -4.6544 1.7673
C -2.1694 -2.2719 1.6157
C -2.4818 -1.9391 2.9590
C -1.9654 -0.8152 3.5291
C -1.1540 0.0452 2.7646
N -0.8616 -0.2319 1.5204
C -1.3234 -1.3915 0.9237
C -0.8914 -1.6235 -0.3988
O -0.0371 -0.7812 -0.9363
H -2.6388 -4.4919 -0.9084
H -3.1377 -2.5896 3.5224
H -2.1745 -0.5626 4.5606
H -0.7513 0.9650 3.1728
Br 5.1067 3.1725 -1.2832
C 3.5666 2.2515 -1.8225
C 3.5709 1.4598 -2.9536
C 2.4047 0.7999 -3.3010
C 1.2908 0.9306 -2.5028
N 1.3097 1.6807 -1.3896
C 2.4279 2.3436 -1.0539
H 4.4723 1.3550 -3.5455
H 2.3564 0.1785 -4.1842
H 0.3584 0.4404 -2.7387
H 2.3897 2.9632 -0.1709
S -2.0136 1.6871 -0.7018
C -1.5036 2.9111 -1.7775
N -1.1562 3.7415 -2.5047

Atoms 1-2, force components in eV/Å:
0.0 -1.1 0.1
0.0 0.1 -0.9

Let us look at the natural (NBO) charges, expressed in e, one per atom: 1.01 -0.21 -0.05 -0.04 -0.14 0.09 -0.17 -0.21 -0.12 0.07 -0.03 -0.11 -0.26 0.10 -0.41 0.07 0.37 -0.76 0.25 0.24 0.24 0.24 0.11 -0.13 -0.14 -0.24 0.09 -0.45 0.05 0.24 0.24 0.25 0.26 -0.12 0.04 -0.37

=====

2 unconnected molecules or ions with the total composition C4H12N2, computed with the ωB97M-V functional and the def2-TZVPD basis.

charge	0
HOMO	-8.34	eV
gap between HOMO and LUMO	9.42	eV

Geometry (Å):
C -0.7739 -0.7766 3.5441
C -0.8892 -0.8437 2.0422
N -2.2842 -0.7889 1.5649
H -1.2712 -1.6084 4.0421
H 0.2629 -0.7728 3.8720
H -1.2068 0.1621 3.8861
H -0.3910 0.0118 1.5795
H -0.4268 -1.7132 1.5854
H -2.8155 -1.5427 1.9893
H -2.7179 0.0504 1.9448
C 2.2047 -0.1252 -2.5536
C 1.7747 1.1205 -2.4414
N 0.4991 1.5474 -2.8365
H 1.5367 -0.9526 -2.7631
H 3.2225 -0.4314 -2.3522
H 2.4613 1.9361 -2.2266
H 0.0303 1.0899 -3.5905
H 0.0387 2.2231 -2.2515

Atoms 1-2, force components in eV/Å:
0.4 0.0 0.2
-0.6 0.4 -0.7

Let us look at the natural (NBO) charges, expressed in e, one per atom: -0.62 -0.22 -0.82 0.20 0.21 0.20 0.19 0.19 0.34 0.34 -0.49 0.00 -0.86 0.19 0.20 0.18 0.39 0.38

=====

A molecular structure, C7H14N2, computed with the ωB97M-V functional and the def2-TZVPD basis.

charge	0
HOMO	-8.39	eV
gap between HOMO and LUMO	9.50	eV

Geometry (Å):
C -0.3051 -1.9318 -2.0276
C -0.4996 -0.3789 -1.8311
C -0.0780 1.5131 -0.1983
C 0.9156 1.5300 0.9856
C 0.6034 0.1830 1.6500
C -0.4266 -0.2489 0.5915
C -1.3851 1.0015 0.4521
H -0.8916 -2.4382 -1.2390
H -0.7289 -2.1532 -3.0374
H 0.7184 -2.2764 -2.0088
H -1.5590 -0.1800 -1.8408
H -0.0348 0.1641 -2.6845
H 0.0084 2.3853 -0.9069
H 0.7551 2.3911 1.7043
H 1.9657 1.5946 0.6541
H 0.0736 0.4195 2.6179
H 1.4186 -1.6581 2.1408
H 2.4197 -0.3088 2.2711
H -0.8820 -1.2841 0.5524
H -2.2406 0.8048 -0.2256
H -1.7684 1.4923 1.3394
N 0.2396 0.1221 -0.6651
N 1.6818 -0.7430 1.7060

Atoms 1-2, force components in eV/Å:
-1.3 1.2 -0.3
2.1 -0.4 -0.8

Let us look at the natural (NBO) charges, expressed in e, one per atom: -0.61 -0.22 -0.06 -0.41 -0.06 -0.06 -0.44 0.20 0.21 0.22 0.16 0.19 0.21 0.20 0.23 0.16 0.36 0.36 0.20 0.21 0.20 -0.44 -0.82

=====

2 unconnected molecules or ions with the total composition C4H9NO3, computed with the ωB97M-V functional and the def2-TZVPD basis.

multiplicity	2
charge	+1
HOMO (alpha / beta)	-14.61 / -14.60	eV
expectation value of S²	0.76
gap between HOMO and LUMO (alpha / beta)	9.45 / 4.75	eV

Geometry (Å):
O 1.0373 -1.6325 1.4132
C 0.2053 -1.0705 0.7462
N 0.6327 -0.5014 -0.4304
C -0.1642 -0.4252 -1.5994
O 0.3508 0.0634 -2.5523
C -1.2153 -0.8275 1.2093
C -1.3417 0.5829 1.7903
H 1.6475 -0.5134 -0.5843
H -1.1978 -0.7981 -1.5612
H -1.3681 -1.4766 2.0666
H -1.9622 -1.0254 0.4819
H -0.8381 1.3583 1.2407
H -2.4100 0.8368 1.6930
H -1.0950 0.6247 2.8489
H 2.0968 2.2254 -2.3583
H 2.8090 0.8683 -2.4312
O 2.8128 1.7109 -1.9730

Atoms 1-2, force components in eV/Å:
0.9 -0.8 1.2
-1.1 1.7 -2.2

Let us look at the natural (NBO) charges, expressed in e, one per atom: -0.06 0.69 -0.58 0.53 -0.43 -0.48 -0.61 0.46 0.17 0.27 0.27 0.24 0.26 0.25 0.48 0.47 -0.94

=====

C3H7NO2 in the gas phase, computed with the ωB97M-V functional and the def2-TZVPD basis.

charge	0
HOMO (alpha / beta)	-7.80 / -7.80	eV
gap between HOMO and LUMO (alpha / beta)	7.64 / 7.64	eV

Geometry (Å):
C -0.1901 0.0673 0.4120
C -0.7803 1.3252 -0.1001
C 1.2492 -0.2616 -0.0695
N -1.0195 -0.9368 0.7668
O 1.0784 -1.4622 -0.8733
O 2.0281 0.6242 -0.4909
H 1.7294 -1.3283 -1.5815
H 1.1384 -0.2487 1.2476
H -0.5682 -1.8059 1.0404
H -1.9457 -0.9962 0.3549
H -0.1737 1.7438 -0.9088
H -0.7551 2.0702 0.7012
H -1.7909 1.2089 -0.4988

Atoms 1-2, force components in eV/Å:
1.8 -1.5 -3.9
0.5 1.2 0.8

Let us look at the natural (NBO) charges, expressed in e, one per atom: 0.33 -0.69 0.49 -0.78 -0.76 -0.73 0.50 0.07 0.41 0.41 0.26 0.25 0.23

=====

5 unconnected molecules or ions with the total composition C3H15NO6, computed with the ωB97M-V functional and the def2-TZVPD basis.

charge	0
HOMO	-9.57	eV
gap between HOMO and LUMO	9.71	eV

Geometry (Å):
O 3.6844 0.0003 0.5531
C 2.5991 -0.2888 0.1455
C 1.5220 -0.8127 1.0318
N 0.1120 -1.0708 0.4449
C -0.9408 -0.9606 1.4533
O -1.1452 0.3888 1.9017
H 2.3541 -0.0134 -1.0104
H 1.5943 -0.3408 2.1374
H 1.7940 -1.9619 1.3131
H 0.1344 -0.3960 -0.3269
H -1.8700 -1.3485 0.9400
H -0.8403 -1.6631 2.2682
H -1.9119 0.3942 2.4848
H -1.4959 -0.9702 -2.7765
H -0.1145 -1.3326 -2.3162
O -0.8633 -1.7312 -2.6501
H 0.1676 2.2098 -1.3027
H -0.4597 1.5397 -0.1598
O -0.3483 1.4601 -1.1579
H 1.9307 3.1991 1.0790
H 1.1164 4.1047 -0.0750
O 1.2274 3.1662 0.3413
H -2.3600 -0.6239 -1.1930
H -2.7651 -1.8174 -1.8859
O -3.1214 -1.1309 -1.2397

Atoms 1-2, force components in eV/Å:
0.5 -0.1 0.2
-0.8 1.3 -2.2

Let us look at the natural (NBO) charges, expressed in e, one per atom: -0.52 0.42 -0.38 -0.65 0.07 -0.75 0.11 0.24 0.24 0.38 0.19 0.17 0.48 0.46 0.47 -0.93 0.48 0.50 -0.97 0.50 0.49 -0.99 0.45 0.48 -0.93

=====

Record-wise energy above the lowest of the compared OMol25 structures with the same formula, charge and spin values, in kcal per mole: 6.97, 29.60, 45.91, 28.38, 107.27, 93.73
Record-wise largest force on an atom values, in Eh/bohr: 0.0215, 0.0203, 0.0435, 0.0584, 0.0906, 0.1015
Record-wise molecular weight values, in g mol⁻¹: 1028.95, 88.15, 126.20, 119.12, 89.09, 161.15